Entry 1:
Below is a cluster of 10 separate species, C32H56Cl4O24 in total, with properties calculated with wB97M-V/def2-TZVPD.

Atoms and positions in Å:
C -6.474 -2.720 -0.445
H -4.812 0.343 5.406
O -5.206 -3.458 -0.559
H -5.334 4.005 1.807
O -4.510 -1.692 7.211
H -3.574 -1.053 -8.594
Cl -5.354 5.128 -0.201
H -2.746 6.291 8.095
O -4.165 -5.253 0.397
C 4.687 -2.458 6.115
O -5.061 -3.126 -7.217
H -2.735 -3.465 -8.699
O 1.214 -11.503 -3.515
O 1.724 -9.370 -3.707
O 2.581 -1.765 6.076
C -5.138 -4.583 0.144
C -7.217 -3.780 0.416
O -6.578 -4.303 -8.522
Cl -6.244 5.810 3.809
C 1.910 -10.486 -3.022
H 4.070 12.957 2.457
H 1.512 -7.086 -5.021
O 3.796 -3.355 6.742
C 7.970 -0.528 -0.721
C 3.333 12.252 2.842
H -4.774 0.251 7.598
O 7.792 -1.084 0.347
H 7.767 -2.551 -4.009
C -5.869 4.875 1.425
H 1.285 1.888 -1.761
H 4.146 -0.566 5.289
C -5.580 6.144 2.246
H -8.048 -5.514 -7.499
C -5.446 -3.549 -8.366
H -4.514 6.361 2.306
H 9.536 -2.211 -4.063
C 1.248 -12.789 -2.949
C 2.499 -8.241 -3.495
H -1.758 8.387 7.755
Cl 1.399 -0.911 -0.880
C 0.219 0.386 -0.605
C 2.619 10.285 -1.397
C -7.490 -4.582 -7.411
H 7.737 -3.022 -1.689
H -6.925 4.606 1.381
H 5.335 -2.056 6.894
H 6.370 2.181 -0.418
C 2.184 8.863 -1.373
O -1.333 5.575 6.786
H -3.121 -3.504 -10.436
C 3.808 -1.600 5.364
C -3.906 -0.152 5.756
O 2.689 -10.617 -2.090
O -6.349 -4.886 0.480
H -1.290 5.750 8.883
H -3.007 0.417 5.517
H 9.221 -3.729 -3.725
H -6.881 -2.419 -1.410
H 0.455 0.864 0.346
C 2.508 -7.520 -4.930
O -3.707 -1.448 5.176
H 2.299 8.395 -2.351
O 2.328 10.777 -0.094
H 3.530 -8.521 -3.279
H 3.677 10.221 -1.653
H 5.232 -3.090 5.415
H 3.695 -1.844 4.307
H -2.195 -1.106 -9.672
H -7.294 -3.273 1.378
H 3.206 -6.685 -4.879
H 2.708 8.255 -0.636
O 7.750 0.739 -0.934
O -0.399 7.510 6.420
C 8.739 -2.764 -3.566
O 1.625 -3.404 7.190
H -5.911 7.010 1.672
C -3.360 -3.035 -9.482
H 0.470 -12.721 -2.188
H -0.160 7.860 8.350
C 7.147 1.559 0.026
C 0.305 1.412 -1.713
C -1.005 7.600 7.712
H 2.701 -8.053 -5.862
C -0.672 6.286 5.895
O -0.291 5.885 4.825
H 2.152 10.931 -2.140
H -0.388 2.194 -1.403
C -1.663 6.234 7.980
O -4.257 -3.570 5.840
H 3.930 11.485 3.335
H 9.478 -2.805 -1.577
O -4.751 -3.476 -9.483
O 4.482 11.185 0.513
H 7.912 2.223 0.427
C 2.602 -2.836 6.752
H 1.133 8.759 -1.102
H 0.928 -13.437 -3.765
O 2.594 11.628 1.859
H 2.695 12.738 3.580
Cl -0.263 0.784 -3.315
H -3.708 -1.066 -10.405
C -4.017 -0.413 7.181
H -0.747 -0.033 -0.324
H -8.136 -3.720 -7.244
H 6.719 1.005 0.861
H -6.348 -1.763 0.062
C -4.208 -2.326 6.085
O 8.429 -1.022 -1.891
H -8.159 -4.024 -0.075
H 2.247 -12.953 -2.544
C 3.272 11.228 0.718
H -3.026 -0.266 7.610
C -3.209 -1.479 -9.529
C 8.574 -2.428 -2.055
H -7.012 -4.882 -6.479
H 2.152 -7.590 -2.693

Output
**Kohn-Sham gap**: 10.20 eV
**Electronic energy**: -4899.3332 a.u.
**Lowest unoccupied orbital energy**: -0.1056 eV
**ΔE to the lowest compared entry with this formula, charge and spin**: 6.5 kcal per mole
**HOMO**: -10.303 eV
**Total charge**: 0
**Structure (SMILES)**: CCOC(=O)OC.CCOC(=O)OC.CCOC(=O)OC.CCOC(=O)OC.O=C1OCCO1.O=C1OCCO1.O=C1OCCO1.O=C1OCCO1.ClCCCl.ClCCCl

---

Entry 2:
Below is a structure of composition C32H56ClCuN8O4, with properties calculated with wB97M-V/def2-TZVPD.

Atoms and positions in Å:
H 25.928 -19.385 -19.897
C 24.016 -21.187 -17.522
C 19.622 -23.425 -22.170
H 27.628 -19.621 -17.791
O 20.321 -21.145 -19.417
C 20.021 -22.361 -23.196
H 19.606 -14.655 -13.650
H 24.629 -21.574 -19.460
H 26.694 -20.974 -17.287
C 23.095 -15.169 -17.611
C 24.133 -20.390 -23.605
C 24.453 -20.684 -18.856
C 23.313 -20.019 -22.333
C 20.043 -15.756 -21.951
C 21.259 -24.029 -17.990
H 23.371 -14.582 -18.488
H 24.052 -19.700 -21.599
N 22.682 -21.409 -25.520
C 23.324 -20.941 -24.676
H 15.471 -22.105 -18.010
H 27.423 -20.956 -18.938
C 19.601 -18.389 -14.902
N 19.061 -25.319 -17.525
H 23.558 -20.140 -19.157
H 21.274 -23.667 -19.018
C 19.061 -15.782 -19.625
H 19.832 -17.275 -16.655
N 22.707 -18.186 -15.909
C 19.122 -17.343 -15.831
C 23.591 -16.600 -17.837
O 21.151 -19.042 -19.000
H 17.826 -14.778 -21.159
H 24.675 -16.565 -17.941
C 20.058 -24.764 -17.724
H 20.856 -16.730 -20.360
O 18.943 -19.496 -18.412
H 20.206 -22.839 -24.159
H 18.222 -21.797 -16.807
C 19.973 -15.369 -14.387
H 22.005 -15.180 -17.608
N 16.134 -20.164 -15.155
H 24.617 -19.507 -24.023
H 20.642 -14.760 -14.995
H 20.950 -14.966 -20.117
H 23.687 -26.735 -18.258
C 17.002 -23.170 -18.982
C 20.336 -15.782 -20.496
C 26.928 -20.370 -18.163
C 22.221 -19.003 -22.660
H 23.437 -24.208 -18.143
H 17.057 -15.174 -19.581
H 21.425 -19.501 -23.215
H 18.025 -13.763 -19.745
H 18.603 -23.770 -22.343
H 16.498 -23.108 -19.947
H 22.805 -24.963 -16.732
O 20.705 -20.514 -17.241
N 23.149 -24.020 -21.950
H 16.813 -21.108 -18.682
H 19.613 -22.943 -21.192
H 18.624 -16.777 -19.706
C 22.022 -24.266 -21.987
C 16.551 -22.004 -18.119
H 18.063 -16.109 -14.440
H 22.732 -26.171 -19.522
H 17.030 -22.958 -16.267
C 22.616 -24.837 -17.799
N 19.963 -19.208 -14.206
H 20.451 -25.310 -22.849
C 17.151 -21.985 -16.742
C 23.584 -14.386 -16.364
C 16.603 -20.976 -15.853
H 20.582 -16.029 -13.769
H 22.846 -20.919 -21.934
H 21.252 -23.189 -17.295
H 18.088 -23.212 -19.057
H 21.944 -26.921 -18.196
C 22.743 -26.219 -18.433
H 25.349 -18.868 -18.417
C 20.609 -24.638 -22.005
C 17.952 -14.799 -20.076
H 19.262 -21.580 -23.245
C 18.854 -15.988 -15.181
Cu 21.959 -20.370 -15.119
H 21.690 -18.614 -21.791
H 16.762 -24.125 -18.515
H 23.107 -14.863 -15.509
C 25.703 -19.777 -18.905
H 22.663 -18.118 -23.116
H 24.907 -21.139 -23.437
N 19.778 -15.736 -23.092
N 23.676 -21.546 -16.464
H 18.471 -15.274 -15.911
H 20.339 -25.139 -21.075
H 23.263 -17.072 -18.764
H 19.347 -15.671 -18.579
H 20.943 -21.856 -22.908
H 24.671 -14.301 -16.350
C 23.114 -17.521 -16.757
H 18.219 -17.736 -16.298
Cl 20.247 -20.023 -18.484
H 23.138 -13.392 -16.342

Output
**Kohn-Sham gap**: 9.62 eV
**Electronic energy**: -4092.2489 a.u.
**Lowest unoccupied orbital energy**: -0.5482 eV
**ΔE to the lowest compared entry with this formula, charge and spin**: 12.6 kcal per mole
**HOMO**: -10.173 eV
**Total charge**: 0

---

Entry 3:
Below is a structure of composition C32H56N2O3P2Zr, with properties calculated with wB97M-V/def2-TZVPD.

Atoms and positions in Å:
H 4.241 1.501 5.311
H -1.359 -4.135 -1.025
C 2.847 1.435 0.024
H 1.619 0.385 -2.582
C 3.299 -0.344 5.837
H -1.188 2.405 -5.038
H -1.651 3.526 0.201
H -0.039 -2.344 3.375
H 0.680 -1.081 -6.425
C -3.002 -0.600 -0.846
H -2.966 -2.431 1.372
H -1.167 0.172 -6.708
C 0.713 -0.654 2.398
H 4.962 0.692 6.725
C -0.620 -3.817 -1.775
C -2.428 1.613 -0.394
C -3.147 1.085 -2.820
C 1.143 -3.611 0.414
H 1.141 1.775 5.184
C -3.558 -1.789 -1.551
H 3.476 2.245 0.411
H 2.555 -3.623 -1.966
H 1.624 -4.543 0.088
H -4.466 -1.509 1.559
C 1.029 0.783 5.646
C 1.691 -0.304 -4.672
P 0.552 -2.646 -1.023
H 1.878 3.456 1.659
H -3.129 0.229 -3.493
H 0.143 3.735 1.291
H 1.550 2.900 -2.320
C -3.366 -1.428 1.577
C -1.557 -0.917 -4.893
C -0.584 1.485 -5.081
H 4.030 -0.979 5.319
C -2.502 1.543 2.204
H -1.028 1.198 6.031
H 0.222 1.689 -5.805
O -0.076 -0.773 1.349
H 1.991 0.430 -5.438
H 1.375 0.897 6.683
H -2.314 2.621 2.150
C -2.315 3.089 -0.553
C 1.463 -1.518 4.570
C 4.016 0.944 6.229
H -1.927 3.361 -1.543
H -0.347 1.941 -2.946
H -0.592 -0.492 6.339
H -3.199 -1.836 -2.587
H 2.076 4.023 -1.033
N 1.661 0.221 2.439
C 0.926 2.976 1.396
C 0.834 -1.391 -5.376
C -2.522 0.916 0.855
C -1.499 0.369 -5.673
C 1.295 3.327 -1.349
H 2.992 -0.879 6.750
C 2.009 -2.681 -2.107
Zr -0.622 -0.179 -0.511
H -3.300 3.572 -0.449
C 1.046 0.415 -3.520
N 0.535 -1.517 3.461
C 2.043 -0.163 4.922
C -0.495 -1.708 -4.747
H 1.869 -3.029 0.992
H -1.159 -3.330 -2.599
H 0.292 -3.851 1.063
H 3.218 1.086 -0.945
H -2.561 -1.269 -4.631
H -2.449 1.820 -3.232
C -0.425 0.358 5.664
H -0.587 -2.716 -4.335
C 2.435 0.412 3.558
O 1.724 -2.561 5.128
H -4.658 -1.759 -1.584
H -3.267 -2.723 -1.058
O 3.448 1.112 3.425
C -0.001 1.242 -3.718
H 2.619 -0.775 -4.321
H 2.876 0.616 0.755
P 1.119 1.988 -0.131
H -2.519 0.774 -5.760
H 3.433 1.575 6.911
H 0.349 3.863 -1.447
H -0.787 0.092 4.664
H -3.458 1.403 2.726
H 1.425 -2.321 -5.419
C -2.882 -0.441 0.578
H 2.670 -1.846 -1.839
H -0.080 -4.696 -2.157
H 0.659 2.299 2.215
H -4.155 1.529 -2.860
C -2.759 0.689 -1.446
H 1.716 -2.562 -3.159
H -1.722 1.110 2.843
H -3.075 -1.151 2.599

Output
**Kohn-Sham gap**: 6.94 eV
**Electronic energy**: -2317.4709 a.u.
**Lowest unoccupied orbital energy**: -7.0918 eV
**HOMO**: -14.029 eV
**Total charge**: +2

---

Question: total charge of number 2 (C32H56ClCuN8O4)?
Answer: 0

---

Question: Among the records above, which one has the highest Kohn-Sham gap?
Answer: C32H56Cl4O24

---

Question: Which formula does entry 3 have?
Answer: C32H56N2O3P2Zr

---

Question: What is the total charge in the third record?
Answer: +2